Entry 1:
The following is a DFT calculation (ωB97M-V/def2-TZVPD) of 10 unconnected molecules or ions with the total composition C12H44N10O10 in a non-equilibrium geometry.

The value obtained for the HOMO energy is -8.92 eV. For the strongest force on any atom, the calculation gives 9.49 eV Å⁻¹. The gap between HOMO and LUMO is 0.34087 Eh. Its relative energy (zero: lowest compared OMol25 entry of this formula, charge and spin) is 5.809 eV. The spin multiplicity is 1. The SMILES is NC(N)=O.NC(N)=O.NC(N)=O.NC(N)=O.NC(N)=O.CCO.CCO.CO.CO.CO.

Geometry as XYZ:
```
76
Properties=species:S:1:pos:R:3:forces:R:3
C -3.28956 0.60125 1.42108 0.29 -0.86 0.24
C -3.81478 -0.76437 0.86745 1.16 2.98 3.05
O -2.99077 -0.97602 -0.21448 -0.12 -0.50 -0.38
H -2.18404 0.60632 1.57840 -0.74 -0.21 -0.48
H -3.66223 0.79262 2.42782 -0.49 0.38 -0.24
H -3.54559 1.35150 0.65775 -0.02 0.04 0.61
H -4.85033 -0.64425 0.71641 -1.39 0.05 -1.12
H -3.74277 -1.53327 1.62287 0.40 -0.42 0.28
H -3.18468 -1.87600 -0.37783 0.33 -1.67 -1.52
C 2.18538 -0.58700 0.43626 -0.21 0.17 1.85
C 0.91135 -1.07805 -0.25524 -0.95 -0.76 0.27
O 1.05665 -0.77895 -1.61274 -0.39 -0.18 -2.42
H 3.16974 -0.78653 -0.02469 -0.76 -0.47 -0.18
H 2.18014 -1.03919 1.46814 0.22 0.48 -0.98
H 2.15453 0.51935 0.59299 -0.21 -0.86 0.14
H -0.00117 -0.48413 0.04835 0.99 -0.65 0.40
H 0.63674 -2.19038 -0.18139 0.79 1.49 0.46
H 0.24587 -1.08110 -2.08842 0.73 0.37 0.74
C 2.36561 2.17083 -2.80252 5.07 7.79 -1.89
O 2.97356 3.33100 -3.21378 -3.13 -5.24 2.08
N 1.89738 1.30922 -3.61334 -1.47 -3.00 -4.41
N 2.19894 1.81252 -1.57469 1.03 0.31 4.76
H 2.06591 1.41302 -4.59819 0.17 0.18 -0.08
H 1.74624 0.37334 -3.27817 0.09 -0.30 0.11
H 2.71851 2.33364 -0.84187 -0.34 -0.54 -0.35
H 1.91036 0.88032 -1.26141 0.18 0.35 -0.93
C -1.67544 0.33002 -3.03040 -5.70 -5.37 -0.65
O -2.68349 -0.58428 -3.35758 4.16 3.35 1.21
N -1.56364 0.76605 -1.80525 0.61 1.44 1.35
N -0.79005 0.64434 -3.93233 1.29 0.31 -2.14
H -2.08344 0.29828 -1.07892 -0.36 -0.06 -0.31
H -0.92290 1.55064 -1.51823 -0.87 -1.28 -0.69
H -0.88427 0.08528 -4.80662 0.31 1.15 1.03
H 0.05309 1.18763 -3.65871 -0.92 -0.67 -0.83
C -0.48324 2.66380 0.37349 2.81 -3.19 5.99
O 0.15667 1.90806 1.26858 -2.26 2.35 -4.06
N -0.16694 2.84605 -0.86570 2.55 1.66 -4.77
N -1.53909 3.32685 0.74680 -1.96 1.50 0.78
H 0.77911 2.44932 -1.18041 -1.07 0.71 0.54
H -0.48208 3.69159 -1.43811 0.45 -1.65 1.57
H -1.90902 3.15124 1.63191 -0.31 -0.36 1.53
H -2.21962 3.59977 0.08852 -0.54 0.45 -0.84
C 2.07231 1.09290 4.57128 3.64 5.69 -6.51
O 2.48303 1.89397 3.47909 -2.24 -3.93 5.34
N 1.88301 1.59303 5.74643 -1.21 1.27 3.20
N 2.01630 -0.18249 4.49961 0.47 -3.69 -1.33
H 1.80442 2.59091 5.74307 -0.10 0.24 0.51
H 1.53857 1.01184 6.53766 0.42 1.07 -1.03
H 2.41015 -0.59013 3.65526 -0.24 -0.19 0.53
H 1.75346 -0.75562 5.28572 0.08 -0.30 -0.29
C -0.43496 -1.93184 2.84542 1.55 -4.66 5.28
O -0.02847 -2.76136 3.86379 -1.57 3.65 -4.42
N -1.18969 -2.31897 1.85901 -2.94 -4.02 -2.26
N -0.16929 -0.67664 2.79708 2.32 4.35 1.75
H -1.52116 -3.33573 1.90903 0.81 2.25 -0.38
H -1.61193 -1.68154 1.15701 0.73 -0.81 0.87
H 0.49517 -0.29153 3.49510 -1.13 -0.62 -0.91
H -0.29411 -0.05562 2.01225 -0.12 -0.11 -0.16
C -1.40262 -5.86977 -1.09847 0.45 -0.68 -1.39
O -0.64131 -4.79267 -0.54815 -0.50 -0.38 0.05
H -2.12236 -5.61232 -1.91902 0.38 0.39 0.84
H -1.95686 -6.46255 -0.34739 0.33 0.62 -0.03
H -0.71882 -6.59675 -1.62731 -0.38 0.62 0.69
H -0.79353 -3.94058 -1.00475 -0.43 -0.78 0.20
C 3.02531 4.47364 -0.04442 1.81 -0.97 -0.95
O 3.09549 3.16276 0.53867 0.47 0.48 0.53
H 3.89779 4.65560 -0.74592 -0.98 -0.33 0.74
H 3.12505 5.11768 0.78523 -0.43 1.47 0.44
H 2.12489 4.52005 -0.62885 -0.50 0.58 -0.06
H 3.14263 3.30922 1.49797 -0.20 -0.85 -0.33
C -0.55891 -2.99065 -3.08074 4.20 -1.49 -2.53
O -1.27912 -2.59677 -2.02718 -2.67 1.80 1.33
H 0.53068 -3.12040 -2.78023 -1.14 -0.21 0.04
H -0.41097 -2.22607 -3.89184 -0.96 -0.69 0.34
H -0.89376 -3.98911 -3.41602 0.18 0.52 -0.61
H -2.10705 -2.23280 -2.45419 0.50 0.47 0.78
```
Forces are in eV/Å.

---

Entry 2:
The following is a DFT calculation (ωB97M-V/def2-TZVPD) of 10 unconnected molecules or ions with the total composition C12H44N8O10 in a non-equilibrium geometry.

The value obtained for the HOMO energy is -8.48 eV. For the strongest force on any atom, the calculation gives 12.10 eV Å⁻¹. The gap between HOMO and LUMO is 0.30499 Eh. Its relative energy (zero: lowest compared OMol25 entry of this formula, charge and spin) is 5.071 eV. The spin multiplicity is 1. The SMILES is NC(N)=O.NC(N)=O.NC(N)=O.NC(N)=O.CCO.CCO.CO.CO.CO.CO.

Geometry as XYZ:
```
74
Properties=species:S:1:pos:R:3:forces:R:3
C 1.62068 3.03009 1.79403 1.74 -2.27 0.56
C 0.66068 2.91209 2.90603 -0.52 1.06 1.67
O 1.02468 3.68309 4.04203 0.22 1.29 0.90
H 2.55868 2.47209 2.08203 -0.84 0.55 -0.34
H 1.97768 3.96609 1.41003 -0.43 0.84 0.33
H 1.14868 2.50209 0.99403 -0.01 -0.31 -0.77
H 0.52068 1.95009 3.41503 0.08 -0.69 -1.32
H -0.28532 3.31609 2.61403 -0.95 -0.25 -0.69
H 0.20568 4.10109 4.33603 0.52 0.03 0.21
C 1.15568 -4.81491 -0.83997 -0.15 1.84 -1.21
C -0.23032 -4.19991 -0.46997 1.95 -0.89 -0.72
O -0.07932 -2.83991 -0.11397 2.94 -0.90 0.03
H 1.86368 -4.69291 -0.02997 0.04 -0.76 0.41
H 1.61768 -4.13191 -1.58897 -0.37 -0.36 0.16
H 1.11168 -5.79591 -1.35497 -0.10 0.40 0.90
H -0.58432 -4.77891 0.35703 -0.83 -0.30 0.55
H -0.82932 -4.28091 -1.35797 -0.78 -0.13 -0.25
H -0.91032 -2.47191 0.02503 -2.11 0.84 0.31
C -2.84332 2.61809 0.26703 6.68 1.34 -1.45
O -1.49532 2.95609 0.07903 -6.41 -1.78 1.44
N -3.59032 2.92909 1.29303 -1.48 2.79 3.59
N -3.50432 1.85309 -0.54297 -0.40 -2.09 -5.61
H -3.16132 3.49309 2.05303 -0.74 -0.45 -1.10
H -4.60832 3.07409 1.07503 1.72 -0.27 0.86
H -3.04732 1.64209 -1.51797 -0.51 0.65 1.79
H -4.52832 1.87009 -0.67097 0.95 0.05 0.89
C 3.91868 1.71409 0.25803 3.08 7.29 -2.27
O 4.28968 3.02009 -0.06997 -2.03 -6.12 1.80
N 2.91268 1.07209 -0.22997 -3.87 -1.88 -2.01
N 4.63668 0.94609 1.02403 3.61 -1.96 3.31
H 2.21768 1.61809 -0.73697 0.26 -0.46 0.25
H 2.67768 0.05009 0.03403 0.65 2.90 -0.69
H 5.54268 1.29209 1.44803 -1.83 -0.50 -1.05
H 4.39668 -0.08991 1.11903 1.08 2.74 -0.38
C 3.46368 -2.00691 0.70603 7.38 -6.91 -6.66
O 3.99368 -2.76291 -0.31697 -3.20 3.65 4.82
N 2.37868 -1.43191 0.79103 -8.67 2.30 0.26
N 4.19668 -1.65391 1.69003 7.65 -2.04 3.49
H 1.70668 -1.75491 0.12203 -1.17 -0.18 -0.01
H 2.04868 -1.14391 1.73803 0.06 -0.36 -1.54
H 5.16268 -2.02391 1.75203 -1.06 -0.04 -0.66
H 4.07568 -1.14591 2.51003 -1.61 0.96 1.30
C -3.30132 -3.01491 -1.19297 -1.35 -0.13 -6.39
O -3.29232 -2.88891 -2.54497 0.17 -0.80 6.51
N -3.99632 -3.98591 -0.54797 0.16 -2.02 2.82
N -2.82132 -2.11691 -0.35997 1.55 1.37 1.38
H -4.43032 -4.68491 -1.09797 -0.20 -0.43 -0.75
H -3.81032 -4.37091 0.47403 -0.23 1.66 -3.05
H -2.23432 -1.34191 -0.73197 -0.71 -0.57 0.68
H -2.82732 -2.41491 0.63603 0.11 1.10 -1.08
C -3.39032 0.17109 -3.21597 -0.44 -0.05 1.39
O -2.47932 1.25409 -2.98897 -1.53 1.51 -1.31
H -2.83632 -0.66091 -3.68697 -0.99 0.34 -0.15
H -4.36032 0.57209 -3.70897 2.05 -0.73 0.30
H -3.71832 -0.17291 -2.18597 0.16 -0.11 -1.17
H -1.61632 1.02809 -2.66697 0.34 -0.82 0.29
C -0.12732 -0.62991 -1.98297 0.85 -2.39 -1.68
O -0.95632 0.09309 -1.15897 -0.89 0.07 1.91
H 0.06568 0.00209 -2.76297 1.44 1.73 -2.34
H -0.48632 -1.53091 -2.59097 -0.54 0.84 1.81
H 0.79368 -0.90491 -1.50597 0.45 -0.26 0.11
H -0.37432 0.78009 -0.76897 -0.76 0.09 -0.12
C -1.13932 -0.16491 1.94603 1.01 0.66 -0.39
O -1.06432 -1.13391 3.03903 -1.03 0.57 -1.98
H -1.11732 0.86909 2.33703 -0.46 -0.51 -0.20
H -1.91432 -0.28691 1.17203 -0.62 -0.29 1.35
H -0.30332 -0.18891 1.21503 0.41 -0.41 0.91
H -0.21032 -0.99991 3.42503 0.63 0.07 0.47
C 1.73068 3.53409 -1.88297 0.43 0.33 -2.04
O 0.73768 2.74709 -1.30197 -0.80 -0.32 -0.17
H 2.37968 4.01409 -1.20597 0.47 0.71 1.26
H 1.40868 4.26309 -2.65297 -0.41 -0.33 0.49
H 2.38868 2.86609 -2.41297 0.34 -0.37 -0.37
H -0.08432 3.23909 -1.17997 -0.14 -0.14 0.43
```
Forces are in eV/Å.

---

Entry 3:
The following is a DFT calculation (ωB97M-V/def2-TZVPD) of a molecular structure, C12H46F6MnN21O17S2 in a non-equilibrium geometry.

The value obtained for the HOMO energy (spin up / spin down) is -9.66 / -9.66 eV. For the strongest force on any atom, the calculation gives 8.80 eV Å⁻¹. The gap between HOMO and LUMO (spin up / spin down) is 0.22029 / 0.20455 Eh. Its net charge is +1. The spin multiplicity is 6.

Geometry as XYZ:
```
105
Properties=species:S:1:pos:R:3:forces:R:3
Mn 29.02608 24.92346 9.17200 -1.17 -0.39 -0.65
C 26.84169 28.90989 10.29818 0.92 -0.50 0.91
F 27.22759 28.48573 11.53216 -0.38 -0.71 -1.32
F 25.56776 28.76545 10.10035 -0.76 -1.53 -0.25
F 27.03150 30.17814 10.28838 1.41 2.02 -0.67
S 27.96981 28.09028 8.90607 4.84 -1.24 1.30
O 27.86390 28.76752 7.65976 -1.24 -0.36 1.12
O 29.39295 28.08132 9.40326 -3.95 -0.24 0.03
N 27.53071 26.34494 8.92126 0.45 3.94 -0.15
S 26.27735 26.17919 7.97462 -3.70 -3.04 -3.45
O 25.66063 27.35910 7.40751 1.03 -0.12 0.90
O 26.43005 25.07276 7.01283 0.53 1.45 2.52
C 24.88266 25.61187 9.16001 -0.33 0.69 -2.54
F 25.35116 24.99101 10.20466 0.14 -0.37 1.21
F 24.12567 26.66985 9.49198 0.48 -0.80 0.36
F 24.10442 24.76248 8.44709 0.40 0.38 0.82
O 30.80176 25.98050 8.97502 0.47 -1.32 0.12
H 31.57314 25.42593 8.85814 0.54 -0.20 -0.15
H 31.10025 26.85928 8.74075 -0.51 0.91 -0.20
O 25.43850 25.87635 13.49056 0.43 -0.36 -0.05
H 25.30367 26.79612 13.71876 -0.18 0.52 0.06
H 24.86675 25.72974 12.73701 -0.20 0.03 -0.14
O 28.82496 25.27519 11.21219 0.39 -0.49 0.47
H 29.33877 24.75718 11.83178 0.21 -0.23 0.38
H 28.41777 25.95578 11.74812 -0.50 0.52 -0.01
C 24.27203 30.38292 12.98889 2.47 -1.63 -0.81
O 24.51689 29.15999 13.03018 -0.97 0.64 0.00
N 23.50521 31.09040 13.76764 -3.22 -0.56 3.84
N 24.88903 31.20525 12.18140 2.19 1.04 -2.90
H 23.19137 30.47175 14.50172 -0.50 0.59 0.45
H 23.69456 32.04373 14.04226 0.04 -0.28 -0.28
H 24.64780 32.18595 12.17001 0.07 -0.34 -0.52
H 25.44352 30.81845 11.43105 -0.20 0.60 0.28
C 23.84938 21.41603 6.95434 4.86 -4.04 0.29
O 24.59262 20.46624 7.08051 0.69 -2.75 0.46
N 23.26945 21.95881 7.92716 -4.27 2.71 5.68
N 23.92627 22.15922 5.94666 -0.98 4.72 -7.36
H 23.42380 21.60940 8.86215 -0.57 0.05 -0.41
H 22.75084 22.80104 7.72270 -0.03 -0.12 0.92
H 23.30625 22.95336 5.87588 0.19 0.18 0.03
H 24.34300 21.93618 5.05409 0.10 -0.70 0.60
C 27.37558 22.14815 9.72552 1.13 0.64 -1.30
O 27.77188 23.14069 9.11489 1.89 2.96 -0.71
N 28.14510 21.19976 10.12443 3.23 -2.01 1.39
N 26.14997 21.91664 9.90213 -6.26 -0.39 0.66
H 27.73854 20.40021 10.58869 0.70 0.03 -0.06
H 29.13441 21.40298 10.11527 -0.15 -0.70 0.15
H 25.43777 22.44541 9.41915 0.30 0.18 -0.08
H 25.80848 21.05688 10.30745 0.19 0.13 -0.15
C 28.54964 30.20770 4.27336 3.95 -0.49 0.04
O 29.74347 29.96776 4.07808 -0.06 -0.76 0.66
N 27.82220 30.74730 3.37372 -2.27 2.45 -5.60
N 27.79799 30.08901 5.32561 0.46 -1.52 4.27
H 28.18713 30.68388 2.43409 -0.40 0.57 0.11
H 26.87703 31.01646 3.60676 0.17 -0.05 -0.96
H 26.83288 30.29372 5.10939 -0.15 -0.77 1.05
H 28.11399 29.41484 6.00805 -0.26 0.61 -0.27
C 23.54246 25.91471 4.76362 1.18 2.39 -1.81
O 23.41273 25.55585 5.87170 -1.29 -1.95 5.27
N 23.41761 25.10047 3.75036 -0.23 -3.63 -2.45
N 23.87593 27.15146 4.45833 0.57 2.77 -0.63
H 23.52423 24.16192 4.10791 -0.23 -0.13 -0.71
H 23.69534 25.24062 2.78946 -0.09 0.35 0.33
H 23.90208 27.81713 5.21747 0.28 0.00 -0.24
H 24.32993 27.36805 3.58250 -0.27 0.29 0.29
C 20.32507 27.49662 8.85684 2.67 2.07 -1.92
O 20.37170 28.50864 8.14976 -0.68 0.24 -0.02
N 19.70234 27.32405 9.95303 -4.85 0.39 5.05
N 21.22276 26.55157 8.75315 2.62 -2.84 -1.92
H 19.13035 28.03843 10.38035 -0.07 -0.03 -0.50
H 19.65900 26.43700 10.43403 0.17 0.29 -0.21
H 21.90271 26.60939 8.00855 -0.18 -0.38 -0.11
H 21.14340 25.71261 9.30988 0.38 0.22 -0.38
C 22.51262 31.11822 9.24864 0.27 1.67 1.02
O 23.22652 32.08502 9.45658 0.74 0.85 -0.19
N 22.76149 29.90280 9.62755 1.13 -3.37 0.70
N 21.31522 31.16619 8.69282 -1.30 2.31 -1.42
H 23.53989 29.65508 10.22153 -0.47 -0.14 -0.25
H 22.03356 29.30725 9.25937 0.75 -1.23 0.73
H 20.78359 30.33809 8.46539 -0.42 0.28 -0.26
H 21.12102 32.12605 8.44576 -0.88 -0.43 -0.40
C 30.70192 30.16680 12.29054 5.65 3.33 -4.00
O 31.45121 30.53123 11.36785 -0.62 -0.08 0.21
N 30.11127 29.06871 12.33120 -3.99 -6.14 0.08
N 30.62041 30.81745 13.39409 0.10 4.06 4.05
H 30.14225 28.46222 11.52415 -0.60 0.22 0.14
H 29.37254 29.14974 13.01517 -0.47 -1.51 -0.53
H 30.16191 30.49853 14.23562 0.31 0.11 -0.26
H 31.26158 31.59654 13.43888 -0.38 0.04 0.33
C 24.66025 30.67790 5.73878 0.02 -1.04 1.31
O 25.31664 30.50282 4.74681 0.68 -0.35 -2.52
N 23.54112 31.34368 5.73802 -2.90 1.88 0.38
N 24.93502 30.11242 6.93097 0.47 -0.23 0.78
H 23.07328 31.64566 4.89539 0.44 -0.01 0.21
H 23.08862 31.48271 6.63022 -0.33 0.18 -0.39
H 24.36368 30.36891 7.72337 0.38 -0.29 0.08
H 25.76012 29.54220 7.05000 -0.20 0.27 0.00
C 28.60844 26.24980 4.66819 2.55 0.14 0.80
O 29.43862 26.73292 5.40495 0.78 1.06 2.07
N 29.00825 25.33884 3.80096 0.27 -2.05 -2.01
N 27.34153 26.51181 4.65802 -2.82 0.66 -0.46
H 28.33513 24.97721 3.14049 0.79 -0.20 -0.17
H 30.00460 25.18627 3.73688 -0.43 -0.03 -0.31
H 26.82651 25.94500 3.99956 -0.79 0.64 0.70
H 26.96443 27.11047 5.37879 -0.37 -0.20 -0.50
```
Forces are in eV/Å.